Computed, not measured: 14 unconnected molecules or ions with the total composition C22H72N2O14 at a distorted geometry, with the ωB97M-V functional and the def2-TZVPD basis.

Last column: Mulliken charge in e.
Element x y z (Å)
C (8.243, 17.308, 0.753)  0.237
C (7.269, 17.747, -0.361)  -0.430
O (7.705, 18.984, -0.757)  -0.535
H (8.543, 16.257, 0.649)  -0.475
H (7.768, 17.511, 1.710)  0.460
H (9.222, 17.790, 0.680)  -0.174
H (6.234, 17.870, -0.007)  0.426
H (7.330, 17.040, -1.173)  0.158
H (7.127, 19.300, -1.448)  0.278
C (12.181, 14.581, -4.319)  0.016
C (13.626, 14.054, -4.601)  -0.634
O (13.652, 12.735, -4.233)  -0.556
H (11.338, 13.883, -4.655)  0.290
H (12.063, 15.455, -4.959)  -0.239
H (12.116, 14.747, -3.238)  -0.030
H (14.483, 14.518, -4.023)  0.232
H (13.814, 14.096, -5.676)  0.460
H (14.464, 12.279, -4.540)  0.307
C (12.079, 17.856, -6.363)  -1.238
C (11.283, 18.567, -5.278)  -0.204
O (11.589, 17.737, -4.121)  0.080
H (12.006, 18.351, -7.309)  0.478
H (11.591, 16.932, -6.550)  0.298
H (13.123, 17.621, -6.128)  0.177
H (10.264, 18.480, -5.553)  0.305
H (11.563, 19.590, -5.167)  0.361
H (11.207, 18.081, -3.340)  -0.083
C (11.656, 12.988, 1.661)  0.272
C (12.528, 11.813, 1.286)  -1.064
O (11.851, 11.044, 0.261)  -0.531
H (11.638, 13.695, 0.832)  -0.449
H (11.933, 13.443, 2.619)  0.563
H (10.664, 12.630, 1.901)  0.212
H (12.877, 11.285, 2.091)  0.613
H (13.424, 12.180, 0.894)  0.193
H (11.581, 11.696, -0.419)  0.159
C (8.663, 13.429, 0.096)  1.782
C (8.217, 11.944, 0.468)  -1.110
O (7.430, 11.992, 1.659)  -0.638
H (9.422, 13.360, -0.799)  -0.648
H (9.103, 13.882, 0.938)  -1.340
H (7.804, 13.989, -0.247)  0.487
H (9.109, 11.333, 0.585)  0.298
H (7.748, 11.464, -0.323)  0.630
H (7.981, 11.812, 2.411)  0.365
C (9.628, 15.418, 3.299)  -0.133
C (8.584, 14.327, 3.556)  -0.013
O (8.160, 14.290, 4.898)  -0.579
H (9.951, 15.368, 2.258)  -0.541
H (10.568, 15.135, 3.799)  0.292
H (9.280, 16.458, 3.548)  0.423
H (9.117, 13.438, 3.247)  -0.326
H (7.755, 14.475, 2.859)  0.419
H (7.438, 14.954, 4.958)  0.367
C (13.318, 16.311, 1.967)  -0.524
C (14.589, 16.947, 1.437)  0.220
O (15.002, 18.048, 2.205)  -0.606
H (12.385, 16.790, 1.920)  0.219
H (13.362, 15.996, 3.039)  0.478
H (13.195, 15.358, 1.529)  -0.253
H (14.497, 17.373, 0.401)  -0.267
H (15.332, 16.097, 1.442)  0.249
H (15.889, 18.296, 2.003)  0.347
C (10.300, 10.325, -2.403)  -1.494
C (10.760, 11.656, -2.935)  0.345
O (11.815, 12.226, -2.217)  0.156
H (10.037, 10.369, -1.368)  0.211
H (11.172, 9.691, -2.454)  0.372
H (9.523, 9.821, -2.966)  0.368
H (10.050, 12.489, -2.936)  -0.056
H (11.187, 11.499, -3.947)  0.458
H (12.408, 12.616, -2.855)  -0.364
C (15.604, 17.049, -2.523)  0.324
O (16.144, 16.803, -1.291)  -0.671
N (14.303, 17.015, -2.766)  0.954
N (16.343, 17.354, -3.526)  -0.298
H (13.624, 16.818, -2.020)  -0.372
H (13.909, 17.201, -3.681)  -0.166
H (17.383, 17.181, -3.437)  0.336
H (16.069, 17.603, -4.484)  0.166
C (11.025, 19.854, -0.630)  -0.397
O (10.560, 19.034, -1.684)  -0.539
H (10.726, 20.929, -0.770)  0.259
H (12.089, 19.836, -0.770)  -0.008
H (10.710, 19.526, 0.356)  0.239
H (9.631, 18.838, -1.585)  0.210
C (8.932, 15.856, -3.722)  -0.237
O (8.855, 14.905, -2.774)  -0.255
H (8.117, 15.744, -4.446)  0.493
H (9.884, 15.657, -4.232)  -0.224
H (8.918, 16.789, -3.238)  0.082
H (7.935, 14.830, -2.596)  0.208
C (14.905, 19.988, -1.022)  -0.313
O (16.175, 19.834, -1.501)  -0.580
H (14.267, 20.427, -1.748)  0.328
H (14.924, 20.656, -0.163)  0.381
H (14.471, 19.067, -0.724)  -0.105
H (16.092, 19.065, -2.081)  0.471
C (14.362, 13.849, -0.908)  0.692
O (14.955, 12.674, -1.397)  -0.689
H (14.546, 14.659, -1.602)  -0.712
H (14.797, 14.098, 0.064)  0.451
H (13.258, 13.748, -0.858)  -0.268
H (14.237, 12.058, -1.583)  0.477
C (11.090, 15.801, -0.712)  1.665
O (12.281, 16.586, -1.027)  0.802
H (11.049, 14.829, -1.215)  -0.538
H (10.213, 16.422, -1.042)  -0.568
H (11.015, 15.693, 0.358)  -0.502
H (12.177, 17.479, -0.778)  -0.623

Properties
Energy relative to the best compared isomer or geometry (same formula, charge and spin) in kJ/mol: 22.40
Orbital gap in eV: 9.140
E in a.u.: -2044.02474
E_LUMO in eV: 0.086
Net charge: 0
Highest occupied orbital energy in eV: -9.1



Computed, not measured: 14 unconnected molecules or ions with the total composition C22H72N4O14 at a distorted geometry, with the ωB97M-V functional and the def2-TZVPD basis.

Last column: Mulliken charge in e.
Element x y z (Å)
C (-0.287, 0.707, 4.114)  0.810
C (0.170, -0.297, 5.230)  -0.872
O (0.465, -1.563, 4.676)  -0.559
H (0.518, 0.890, 3.421)  -0.528
H (-0.316, 1.674, 4.657)  0.387
H (-1.157, 0.622, 3.478)  -0.360
H (-0.533, -0.261, 6.078)  0.374
H (1.160, -0.099, 5.694)  0.313
H (1.337, -1.560, 4.348)  0.308
C (1.713, 3.780, -3.321)  -1.597
C (0.689, 2.805, -2.675)  0.334
O (0.550, 3.108, -1.313)  -0.662
H (2.763, 3.678, -2.999)  0.184
H (1.354, 4.755, -3.175)  0.518
H (1.585, 3.796, -4.362)  0.470
H (0.891, 1.757, -2.804)  0.099
H (-0.300, 2.896, -3.067)  0.408
H (-0.383, 2.827, -1.035)  0.158
C (-2.459, -1.457, 2.500)  -0.216
C (-3.797, -0.787, 2.947)  -0.664
O (-4.472, -1.815, 3.597)  -0.559
H (-2.680, -2.194, 1.845)  0.901
H (-1.827, -1.946, 3.315)  0.277
H (-1.775, -0.714, 1.947)  -0.550
H (-4.361, -0.559, 2.027)  0.087
H (-3.676, 0.134, 3.512)  0.269
H (-5.413, -1.623, 3.525)  0.363
C (-5.033, -0.826, -0.970)  -0.495
C (-4.478, -2.177, -0.447)  -0.075
O (-5.002, -3.322, -1.124)  -0.561
H (-4.585, -0.109, -0.357)  -0.430
H (-6.064, -0.872, -0.777)  0.437
H (-4.911, -0.701, -1.963)  0.473
H (-4.570, -2.113, 0.649)  0.763
H (-3.442, -2.217, -0.681)  -0.392
H (-5.458, -3.879, -0.473)  0.358
C (4.671, 2.512, 0.683)  -1.688
C (3.852, 2.275, -0.637)  -0.391
O (2.655, 1.675, -0.554)  0.143
H (5.684, 2.839, 0.329)  0.382
H (4.904, 1.704, 1.233)  0.567
H (4.123, 3.073, 1.450)  0.274
H (4.472, 1.789, -1.303)  0.375
H (3.634, 3.269, -1.084)  0.297
H (2.083, 2.246, -1.036)  -0.199
C (3.206, 0.486, 3.619)  -1.160
C (2.998, -0.286, 2.358)  1.529
O (3.316, -1.627, 2.632)  -0.707
H (2.916, -0.153, 4.555)  0.205
H (2.718, 1.506, 3.545)  0.016
H (4.275, 0.639, 3.842)  0.421
H (3.650, 0.083, 1.534)  0.010
H (2.014, -0.269, 1.905)  -0.923
H (2.828, -2.124, 1.953)  0.574
C (0.505, -3.986, 2.315)  -2.025
C (0.461, -2.665, 1.527)  1.673
O (1.588, -2.629, 0.656)  -0.841
H (1.394, -4.187, 2.827)  0.436
H (0.356, -4.787, 1.663)  0.522
H (-0.351, -3.967, 2.974)  0.341
H (0.443, -1.931, 2.356)  -0.567
H (-0.433, -2.641, 0.863)  -0.035
H (1.388, -1.909, 0.029)  0.590
C (3.393, 0.457, -3.797)  -1.272
C (3.227, -0.912, -3.250)  0.278
O (3.423, -1.125, -1.787)  -0.527
H (2.850, 1.198, -3.122)  0.149
H (3.081, 0.451, -4.829)  0.415
H (4.442, 0.703, -3.785)  0.420
H (3.855, -1.634, -3.775)  0.491
H (2.131, -1.215, -3.448)  -0.352
H (4.330, -0.961, -1.477)  0.251
C (0.844, -3.396, -3.790)  0.350
O (0.434, -2.728, -2.633)  -0.630
N (1.941, -4.029, -3.935)  -0.366
N (0.153, -3.275, -4.849)  -0.301
H (2.572, -4.093, -3.104)  0.303
H (2.274, -4.423, -4.832)  0.157
H (-0.748, -2.861, -4.881)  0.283
H (0.458, -3.740, -5.750)  0.180
C (-0.377, -0.139, -0.254)  -1.094
O (-1.665, -0.556, -0.420)  -0.383
N (-0.047, 0.804, 0.563)  2.565
N (0.628, -0.702, -0.900)  1.110
H (-0.821, 1.298, 1.076)  -0.227
H (0.792, 1.328, 0.433)  -0.939
H (0.278, -1.414, -1.527)  0.677
H (1.606, -0.357, -1.014)  -0.576
C (-2.548, -1.975, -3.190)  -0.545
O (-2.200, -2.037, -4.572)  -0.620
H (-2.174, -2.891, -2.618)  0.202
H (-3.579, -2.129, -2.972)  0.513
H (-2.215, -1.061, -2.772)  -0.013
H (-2.544, -1.205, -4.953)  0.289
C (-2.590, 2.009, -2.003)  0.120
O (-2.731, 3.129, -2.885)  -0.599
H (-2.040, 2.316, -1.081)  -0.395
H (-1.943, 1.304, -2.487)  0.273
H (-3.584, 1.497, -1.578)  0.067
H (-2.867, 2.839, -3.795)  0.357
C (0.987, 3.489, 1.887)  -0.103
O (-0.169, 3.879, 2.482)  -0.612
H (1.441, 4.424, 1.713)  0.548
H (0.697, 3.013, 0.966)  0.078
H (1.621, 2.808, 2.422)  -0.268
H (0.083, 4.076, 3.415)  0.298
C (-3.423, 2.366, 1.722)  -0.646
O (-2.025, 2.107, 1.894)  -0.326
H (-3.930, 1.437, 1.402)  -0.099
H (-3.504, 3.043, 0.846)  0.317
H (-3.792, 2.793, 2.685)  0.281
H (-1.557, 2.814, 2.363)  0.334

Properties
Energy relative to the best compared isomer or geometry (same formula, charge and spin) in kJ/mol: 242.23
Orbital gap in eV: 8.943
E in a.u.: -2153.51845
E_LUMO in eV: 0.205
Net charge: 0
Highest occupied orbital energy in eV: -8.7